a:
Entry from the Open Molecules 2025 dataset: CH3Br2PS as an isolated structure (wB97M-V/def2-TZVPD).

Each line ends with the Mulliken charge.
Positions of all 8 atoms, in Å:
C -0.11 -2.36 1.12  -0.456
P 0.91 0.49 0.06  0.040
S -0.92 -0.07 0.76  -0.119
Br 0.40 -2.59 3.06  -0.045
Br 1.27 -2.48 -0.02  0.050
H -0.97 -2.88 0.90  0.446
H 0.77 0.54 -1.22  0.042
H 0.85 1.79 0.22  0.042

---

b:
Entry from the Open Molecules 2025 dataset: one molecule with the formula CH3Br2PS (wB97M-V/def2-TZVPD).

Output
SMILES string   CP(=S)(Br)Br

Each line ends with the Mulliken charge.
Positions of all 8 atoms, in Å:
C -0.51 0.71 0.86  -0.859
P 0.40 -0.73 -0.53  0.491
S 0.52 -2.60 -0.06  -0.297
Br -0.88 -0.30 -2.32  -0.141
Br 2.31 0.27 -1.10  -0.127
H -0.91 0.09 1.65  0.293
H 0.32 1.32 1.19  0.310
H -1.25 1.25 0.30  0.329

---

The least stable of them is a.

---

a:
Entry from the Open Molecules 2025 dataset: one molecule with the formula C3H4O2 (wB97M-V/def2-TZVPD).

Output
SMILES string   O=C1CCO1

Each line ends with the Mulliken charge.
Positions of all 9 atoms, in Å:
O 1.85 -0.05 0.08  -0.530
C 0.65 0.02 -0.16  0.524
C -0.47 1.06 -0.06  -0.429
C -1.42 -0.16 0.05  -0.300
O -0.32 -1.02 -0.04  -0.292
H -0.58 1.68 -0.91  0.306
H -0.05 1.59 0.95  0.218
H -1.79 -0.01 1.28  0.197
H -2.32 -0.27 -0.62  0.307

---

b:
Entry from the Open Molecules 2025 dataset: one molecule with the formula C3H4O2 (wB97M-V/def2-TZVPD).

Output
SMILES string   CC(=O)C=O

Each line ends with the Mulliken charge.
Positions of all 9 atoms, in Å:
C 1.06 0.61 0.04  -0.905
C 0.15 -0.60 -0.11  0.653
O 0.29 -1.79 -0.23  -0.478
C -1.38 -0.28 0.01  0.034
O -2.00 0.32 -0.87  -0.437
H 0.40 1.48 -0.23  0.294
H 1.93 0.67 -0.56  0.332
H 1.45 0.58 1.18  0.237
H -1.90 -1.01 0.77  0.270

---

The least stable of them is a.

---

a:
Entry from the Open Molecules 2025 dataset: one molecule with the formula C3H4O2 (wB97M-V/def2-TZVPD).

Each line ends with the Mulliken charge.
Positions of all 9 atoms, in Å:
C 0.95 0.78 0.96  -0.481
C 0.01 -0.75 -1.33  -0.288
C -0.56 -0.57 -0.02  0.346
O 0.17 -0.23 1.04  -0.272
O -0.75 0.50 -0.85  -0.439
H 1.37 1.08 1.97  0.267
H 0.85 1.48 0.07  0.326
H -0.53 -1.14 -2.18  0.258
H -1.53 -1.14 0.33  0.282

---

b:
Entry from the Open Molecules 2025 dataset: one molecule with the formula C3H4O2 (wB97M-V/def2-TZVPD).

Output
SMILES string   OC1(O)C=C1

Each line ends with the Mulliken charge.
Positions of all 9 atoms, in Å:
O 1.16 1.04 0.23  -0.502
C 0.27 -0.06 0.26  0.454
O 0.86 -1.27 0.05  -0.538
C -1.22 0.12 -0.51  -0.387
C -1.05 0.12 0.77  -0.447
H 2.08 0.75 -0.02  0.342
H 1.02 -1.42 -0.91  0.351
H -1.60 0.08 -1.49  0.438
H -1.52 0.64 1.62  0.289

---

c:
Entry from the Open Molecules 2025 dataset: one molecule with the formula C3H4O2 (wB97M-V/def2-TZVPD).

Output
SMILES string   O=C1COC1

Each line ends with the Mulliken charge.
Positions of all 9 atoms, in Å:
O -0.17 -0.97 1.68  -0.553
C -0.03 -0.21 0.76  0.602
C -1.07 0.44 -0.05  -0.382
O -0.09 -0.55 -1.14  -0.382
C 1.04 -0.22 -0.31  -0.371
H -0.87 1.33 -0.62  0.266
H -2.09 0.46 0.38  0.296
H 1.77 -1.01 -0.11  0.277
H 1.51 0.73 -0.58  0.247

---

The least stable of them is a.

---

a:
Entry from the Open Molecules 2025 dataset: C5H10N2O as an isolated structure (wB97M-V/def2-TZVPD).

Each line ends with the Mulliken charge.
Positions of all 18 atoms, in Å:
C 1.20 1.66 -0.37  -0.715
C -0.75 0.36 1.01  -1.021
C -1.68 0.14 -0.05  0.092
C -2.27 -0.92 -0.51  -0.549
C 0.94 -0.98 0.33  0.564
H 1.64 0.94 -1.36  0.347
H 1.80 2.60 0.37  0.216
H 0.13 2.14 -0.73  0.265
H -0.79 1.44 1.18  0.448
H -0.85 -0.35 1.74  0.486
H -2.37 1.30 -0.34  0.093
H -1.87 -1.88 -0.05  0.270
H -3.27 -0.88 -1.12  0.234
H 2.79 -0.63 -0.19  0.198
H 2.43 -2.22 -0.61  0.213
N 0.71 0.42 0.52  -0.113
N 2.10 -1.33 -0.21  -0.425
O 0.11 -1.82 0.41  -0.600

---

b:
Entry from the Open Molecules 2025 dataset: a 2-piece molecular cluster, C5H10N2O overall (wB97M-V/def2-TZVPD).

Each line ends with the Mulliken charge.
Positions of all 18 atoms, in Å:
C -0.50 0.88 -0.63  0.413
C 2.22 -0.52 1.18  -0.863
C -1.66 1.18 0.25  -1.238
N 0.84 -0.18 0.95  -0.760
N 0.69 0.54 -0.14  0.328
C -0.51 -2.06 -0.03  -0.225
C -1.08 -1.66 -1.02  -0.583
O -0.45 1.40 -1.90  -0.521
H -1.14 2.06 -2.01  0.337
H 1.44 0.56 -0.84  0.325
H -0.13 -2.49 0.86  0.412
H -1.68 -1.59 -1.90  0.406
H 2.73 -0.91 0.28  0.304
H 2.81 0.33 1.56  0.284
H 2.25 -1.29 1.95  0.286
H -1.45 0.81 1.26  0.354
H -2.57 0.69 -0.12  0.317
H -1.83 2.26 0.30  0.426

---

The least stable of them is a.

---

a:
Entry from the Open Molecules 2025 dataset: a 2-piece molecular cluster, C4H12 overall (wB97M-V/def2-TZVPD).

Output
2S+1   2
⟨S²⟩   0.752
Net charge   +1

Each line ends with the Mulliken spin population.
Positions of all 16 atoms, in Å:
C -1.11 0.03 -1.96  0.000
C 0.18 -0.06 -2.73  0.000
H -1.12 0.55 -1.00  0.000
H -1.93 0.44 -2.56  0.000
H -1.55 -0.95 -1.71  0.000
H 1.04 -0.37 -2.14  0.000
H 0.46 0.87 -3.22  0.000
H 0.08 -0.75 -3.56  0.000
C 0.87 0.68 2.36  0.308
C 0.08 -0.63 2.29  0.230
H 1.43 1.05 3.22  0.073
H 1.69 0.39 1.66  0.158
H 0.17 1.49 2.18  0.037
H -0.09 -0.78 3.41  0.195
H 0.65 -1.48 1.98  0.006
H -0.86 -0.48 1.77  -0.008

---

b:
Entry from the Open Molecules 2025 dataset: a 2-piece molecular cluster, C4H12 overall (wB97M-V/def2-TZVPD).

Output
2S+1   2
⟨S²⟩   0.753
Net charge   +1

Each line ends with the Mulliken spin population.
Positions of all 16 atoms, in Å:
C 1.07 -1.41 0.78  -0.004
C 0.87 -1.55 -0.76  0.062
H 1.68 -0.52 1.08  -0.004
H 0.25 -1.22 1.16  0.062
H 1.62 -2.29 1.15  0.044
H 1.52 -1.15 -1.38  0.021
H 0.07 -0.90 -1.13  0.060
H 0.72 -2.53 -1.03  0.000
C -0.76 1.99 -0.42  0.121
C -1.29 0.83 0.45  0.182
H -0.24 2.83 0.10  0.010
H -0.07 1.72 -1.19  0.034
H -1.52 2.51 -0.99  0.159
H -1.61 -0.03 -0.13  0.000
H -1.94 1.09 1.20  0.046
H -0.37 0.64 1.13  0.207

---

c:
Entry from the Open Molecules 2025 dataset: a 2-piece molecular cluster, C4H12 overall (wB97M-V/def2-TZVPD).

Output
2S+1   2
⟨S²⟩   0.754
Net charge   +1

Each line ends with the Mulliken spin population.
Positions of all 16 atoms, in Å:
C 2.47 0.42 -0.32  0.118
C 1.89 -0.95 0.09  0.113
H 2.50 1.01 0.51  0.010
H 3.34 0.20 -1.04  0.058
H 1.70 1.03 -0.88  0.059
H 2.52 -1.22 0.88  0.014
H 0.77 -0.83 0.32  0.061
H 2.06 -1.69 -0.65  -0.004
C -1.44 0.06 0.08  0.033
C -2.89 0.34 0.17  0.159
H -1.04 -0.04 -0.91  0.055
H -0.86 0.92 0.38  0.000
H -1.06 -0.74 0.68  0.106
H -3.14 1.42 -0.16  0.108
H -3.37 0.54 1.19  0.103
H -3.46 -0.46 -0.32  0.006

---

The least stable of them is b.

---

a:
Entry from the Open Molecules 2025 dataset: an isolated ion of composition C3H7N4 and charge +1 (wB97M-V/def2-TZVPD).

Output
SMILES string   CCN/N=C\[N+]#N
Net charge   +1

Each line ends with the Mulliken charge.
Positions of all 14 atoms, in Å:
C -0.99 -0.53 1.19  -0.894
C -0.03 -1.20 0.21  -0.543
N 1.21 -0.47 -0.10  0.245
N 1.51 0.62 -0.67  -0.430
C 0.84 1.59 -1.25  0.005
N -0.45 1.65 -1.18  0.566
N -1.52 1.55 -0.92  -0.386
H -1.68 0.08 0.46  0.328
H -0.39 0.03 1.91  0.292
H -1.53 -1.19 1.79  0.352
H -0.64 -1.32 -0.63  0.380
H 0.29 -2.25 0.53  0.379
H 1.98 -0.80 0.49  0.322
H 1.40 2.24 -1.84  0.385

---

b:
Entry from the Open Molecules 2025 dataset: an isolated ion of composition C3H7N4 and charge +1 (wB97M-V/def2-TZVPD).

Output
SMILES string   Nn1cc[n+](N)c1
Net charge   +1

Each line ends with the Mulliken charge.
Positions of all 14 atoms, in Å:
N 0.22 1.06 2.16  -0.930
N 0.14 0.61 0.92  0.707
C 0.16 1.30 -0.24  -0.184
C -0.10 0.49 -1.28  -0.275
N -0.12 -0.78 -0.76  0.310
N -0.21 -1.95 -1.46  -0.847
C 0.05 -0.65 0.62  0.086
H -0.04 0.43 2.85  0.202
H 0.28 1.97 2.37  0.183
H -0.06 2.43 -0.16  0.297
H -0.08 0.71 -2.27  0.481
H 0.61 -2.15 -1.96  0.256
H -1.06 -1.94 -1.97  0.272
H 0.21 -1.53 1.17  0.442

---

The least stable of them is a.